[1]
6
Properties=species:S:1:pos:R:3:forces:R:3:mulliken_charge:R:1 method="wB97M-V/def2-TZVPD" homo_ev="-8.9 / -8.9" orbital_gap_ev="4.920 / 4.916" de_lowest_ev=5.404
C -2.2447 -0.5042 0.0663 0.280 -0.851 -0.385 -0.315
C -1.4563 0.4079 0.0299 2.276 1.445 0.088 -0.386
C 1.6221 0.8608 -0.0617 0.493 1.023 1.309 0.270
O 2.0979 1.8850 0.1690 -1.442 -1.899 -0.867 -0.146
I 2.3809 -1.1682 0.1023 -0.663 0.807 -0.283 0.309
H -2.3999 -1.4812 -0.3057 -0.944 -0.525 0.139 0.269

---

[2]
5
Properties=species:S:1:pos:R:3:forces:R:3:mulliken_charge:R:1 method="wB97M-V/def2-TZVPD" homo_ev=-11.0 orbital_gap_ev=10.902 de_lowest_ev=0.925 smiles=C#CC#N
C 0.5752 -0.7705 0.8345 1.037 1.260 1.209 -0.161
C -0.2289 0.0092 0.2924 2.487 -2.274 -0.070 -0.090
C -0.7283 0.6608 -0.8470 -2.146 3.131 -3.604 0.314
H 1.5149 -1.1982 1.5115 -3.393 1.180 -2.218 0.303
N -1.1329 1.2987 -1.7914 2.015 -3.297 4.683 -0.366

---

[3]
9
Properties=species:S:1:pos:R:3:forces:R:3:mulliken_charge:R:1 method="wB97M-V/def2-TZVPD" homo_ev=-2.5 orbital_gap_ev=6.678 total_charge=-1 de_lowest_ev=6.829
C 0.7568 -0.0789 -1.3962 1.620 0.221 -1.300 -0.694
C -1.8819 -0.0360 -2.6378 1.592 -0.887 -0.143 0.046
C -1.3841 -0.0677 -0.1822 1.161 1.751 2.092 0.423
N -0.0351 -0.2589 -0.1698 -1.727 -0.004 -3.968 0.137
N -2.1672 -0.3132 -1.3311 -0.534 -0.729 0.786 0.005
O 1.9684 -0.3759 -1.3421 -2.008 0.327 0.842 -0.389
O -1.9648 0.3629 0.8050 -0.506 -0.505 -0.410 -0.584
O -1.5061 -1.2826 -2.2412 -1.105 0.522 -1.158 -0.165
H 0.3315 -0.4813 0.6751 1.508 -0.695 3.259 0.222

---

[4]
11
Properties=species:S:1:pos:R:3:forces:R:3:mulliken_charge:R:1 method="wB97M-V/def2-TZVPD" homo_ev=-4.2 orbital_gap_ev=7.352 total_charge=-1 smiles="[O-]C1=NC2(O[N+]([O-])=C1)SS2"
C 0.7472 -1.3373 -0.2532 0.875 0.571 0.015 0.385
C 2.7198 -0.1988 -0.2974 0.760 0.044 0.293 0.576
C 0.1234 0.0111 -0.0855 -0.467 -0.765 0.014 -0.196
N 2.0787 -1.3556 -0.3297 -0.572 -1.139 -0.389 -0.564
N 0.7439 1.0992 -0.3776 0.381 -0.415 0.241 0.736
O 0.0230 -2.3217 -0.3086 -0.694 -0.337 0.089 -0.683
O 0.3288 2.2481 -0.4140 0.024 0.573 -0.114 -0.733
O 2.1175 0.9721 -0.7385 -0.669 0.987 -0.573 -0.311
S 4.4673 -0.1285 -0.6806 0.225 -0.013 -0.665 -0.288
S 3.7916 0.1733 1.2388 0.106 0.284 1.137 -0.342
H -0.9196 0.0884 0.1788 0.032 0.209 -0.049 0.420

---

[5]
7
Properties=species:S:1:pos:R:3:forces:R:3:mulliken_charge:R:1 method="wB97M-V/def2-TZVPD" homo_ev=-11.9 orbital_gap_ev=11.622 de_lowest_ev=1.186
C 1.1844 -0.9111 -0.5867 1.950 -0.619 -1.984 0.187
C 0.1904 -1.0658 0.3823 2.499 0.201 -2.162 0.476
C -0.2089 1.5494 -0.6841 0.655 0.556 -0.878 -0.138
N 2.0352 -0.9690 -1.3927 -2.172 0.303 2.094 -0.304
N -0.5220 -1.2606 1.2312 -2.028 -0.537 2.165 -0.352
N -0.9673 1.4983 0.1844 -2.734 -0.889 2.318 -0.234
H -1.7118 1.1588 0.8657 1.830 0.985 -1.554 0.365

---

[6]
8
Properties=species:S:1:pos:R:3:forces:R:3:mulliken_charge:R:1 method="wB97M-V/def2-TZVPD" homo_ev="-10.7 / -10.7" orbital_gap_ev="8.637 / 8.640" de_lowest_ev=4.473
C -0.2216 -1.3923 0.0194 -0.149 -1.104 -0.908 0.158
C -1.0190 0.8915 -0.4169 0.413 -0.108 1.033 0.057
C 0.0582 0.0526 0.0569 2.046 -0.524 -5.883 0.367
N -0.3725 -2.5254 -0.1789 0.151 1.574 0.531 -0.320
N -1.8123 1.5745 -0.8719 -0.599 0.415 -0.200 -0.298
N 0.7050 0.2813 1.2832 0.998 1.108 3.515 -0.031
O 1.7748 0.7981 1.4494 -1.386 -0.560 -1.643 -0.221
H 0.8874 0.3196 -1.3411 -1.474 -0.801 3.555 0.287